Entry 1:
DFT (ωB97M-V with the def2-TZVPD basis set) results for a structure of composition C23H34NO2P2PmTe.

## Properties
E_tot   -72411.136 eV
Multiplicity   5
E_LUMO (spin up / spin down)   -0.054 / -0.029 eV
ΔE to the lowest compared entry with this formula, charge and spin   0.0 kcal/mol

Last column: Löwdin charge in e.
Positions of all 64 atoms, in Å:
C 0.87484 -2.84638 -2.72182  -0.056
C 1.04944 -1.75025 -1.82877  -0.377
N 0.24815 -1.66055 -0.68724  -0.062
C -0.51727 -2.72570 -0.35437  -0.379
C -0.63574 -3.85041 -1.16823  -0.080
C 0.04963 -3.90019 -2.38427  -0.082
C 2.05244 -0.80585 -2.11570  -0.309
P 2.64285 0.45204 -1.01158  0.728
Pm 0.42183 0.38047 0.83088  1.057
P -1.93316 -1.04601 1.42870  0.783
C -1.24988 -2.72242 0.98480  -0.300
C 0.70413 2.87909 0.42743  -0.404
C 1.44538 2.85835 1.72338  -0.213
C 0.84948 3.41193 2.84669  -0.137
C -0.52841 3.68828 2.85024  -0.158
C -1.33390 3.25142 1.78693  -0.134
C -0.77173 2.74819 0.61252  -0.259
O 0.45203 0.39861 -5.91135  -0.069
O -3.27607 2.52190 -2.65637  -0.069
H 1.44999 -2.82653 -3.64876  0.107
H -1.28171 -4.65847 -0.82823  0.099
H -0.07106 -4.75456 -3.05069  0.105
C 4.36856 -0.05993 -0.63810  -0.283
C 2.86473 1.87999 -2.16147  -0.259
H -2.10226 -3.41915 0.93995  0.091
H -0.57677 -3.05067 1.79936  0.083
H 0.85131 0.56978 -6.77055  0.029
H 2.47348 -0.88639 -3.12679  0.066
C -2.58817 -1.43396 3.08161  -0.256
C -3.45032 -1.05841 0.41429  -0.262
H 2.48791 2.52264 1.71411  0.086
H 1.44697 3.68332 3.72648  0.114
H -0.96131 4.24930 3.68108  0.085
H -2.41501 3.36657 1.87593  0.106
H -1.38468 2.44610 -0.24527  0.084
H 1.11920 2.09285 -0.25524  -0.039
H -2.66217 2.76936 -3.38326  0.052
H -3.46393 1.59964 -2.84706  0.023
H -0.49427 0.29721 -6.11885  0.038
H 0.98947 3.65023 -0.28739  0.115
H 4.98346 0.02706 -1.54529  0.042
H 4.77108 0.60093 0.14087  0.035
H 4.36484 -1.09246 -0.26414  0.032
H 3.81912 1.76502 -2.69428  0.043
H 2.02769 1.91126 -2.87770  0.050
H 2.87988 2.81113 -1.57581  0.030
H -4.13777 -1.83180 0.78551  0.051
H -3.91359 -0.06468 0.48708  0.043
H -3.20056 -1.25134 -0.63707  0.049
H -3.31013 -2.25950 3.00655  0.055
H -1.76983 -1.70443 3.76065  0.021
H -3.07585 -0.52738 3.46222  0.052
Te 2.31816 -1.18730 2.47184  0.738
C 1.06078 -1.21958 4.15178  -0.716
C 0.75851 -2.46704 4.74102  -0.182
C -0.02307 -2.50371 5.90068  -0.103
C -0.51835 -1.31300 6.45383  -0.105
C -0.23553 -0.08057 5.84793  -0.095
C 0.57088 -0.02070 4.70760  -0.168
H 1.16365 -3.37374 4.28751  0.086
H -0.23929 -3.46169 6.38165  0.102
H -1.12506 -1.34711 7.36203  0.099
H -0.63670 0.84159 6.27377  0.104
H 0.83910 0.93122 4.24374  0.071

Entry 2:
DFT (ωB97M-V with the def2-TZVPD basis set) results for a structure of composition C23H34Os.

## Properties
E_tot   -26851.128 eV
Multiplicity   1
Charge   +2
E_LUMO (spin up / spin down)   -9.167 / -9.167 eV
ΔE to the lowest compared entry with this formula, charge and spin   23.5 kcal/mol

Last column: Löwdin charge in e.
Positions of all 58 atoms, in Å:
Os -0.45931 0.27801 0.80666  1.453
C 1.17099 0.02088 -0.46890  -0.131
C 0.16386 -0.96884 -0.76624  -0.208
C -0.97032 -0.18353 -1.34144  -0.166
C -0.58035 1.13173 -1.39844  -0.005
C 0.77248 1.29367 -0.89484  -0.185
C 1.55907 2.56265 -0.88368  -0.547
C 2.97065 2.33239 -0.35280  -0.024
C 1.60188 3.05138 -2.34788  -0.004
C 0.83128 3.61631 -0.02827  -0.013
C -2.46239 -0.54374 -1.37202  -0.518
C -2.76370 -0.82238 0.11618  -0.017
C -3.31283 0.66245 -1.78417  -0.038
C -2.82382 -1.70094 -2.30071  -0.003
C 0.53648 -2.47000 -0.76451  -0.519
C 0.69362 -2.88262 -2.23407  -0.005
C 1.88580 -2.64909 -0.05622  -0.038
C -0.46376 -3.38607 -0.05695  -0.033
H 2.16170 -0.22704 -0.14134  0.126
H -1.19911 1.95028 -1.73661  0.137
H 3.53649 1.63711 -0.97724  0.103
H 2.96381 1.95448 0.67402  0.093
H 3.51241 3.27750 -0.34682  0.106
H 2.08386 2.32965 -3.01112  0.105
H 2.18847 3.97140 -2.37458  0.108
H 0.60852 3.27879 -2.74053  0.093
H 0.74319 3.29110 1.00839  0.049
H -0.16653 3.84632 -0.41133  0.098
H 1.41454 4.53888 -0.04012  0.110
H -2.44459 0.08056 0.80490  0.084
H -2.37414 -1.75234 0.49988  0.071
H -3.83443 -0.78075 0.32558  0.131
H -3.15441 1.53839 -1.15073  0.091
H -4.36431 0.38720 -1.69887  0.108
H -3.13477 0.94412 -2.82492  0.113
H -2.35786 -2.64381 -2.03475  0.064
H -2.54116 -1.46159 -3.32795  0.112
H -3.90592 -1.84983 -2.28627  0.109
H 1.48615 -2.31097 -2.72414  0.104
H -0.22720 -2.74925 -2.80549  0.082
H 0.96910 -3.93808 -2.28739  0.110
H 2.71281 -2.21131 -0.62063  0.100
H 2.09219 -3.71585 0.03617  0.108
H 1.89635 -2.23000 0.95347  0.070
H -1.42321 -3.46731 -0.55835  0.069
H -0.63999 -3.08465 0.97906  0.081
H -0.04360 -4.39179 -0.02085  0.105
C 0.41594 0.43451 5.22629  0.031
C 0.66063 -0.79337 4.58614  -0.023
C 0.72063 -0.85096 3.21876  -0.044
C 0.43474 0.34194 2.46710  -0.293
C 0.25387 1.60805 3.13853  -0.062
C 0.21890 1.62366 4.50785  -0.025
H 0.40477 0.46841 6.30857  0.135
H 0.82712 -1.68310 5.17963  0.133
H 0.94067 -1.78080 2.71385  0.094
H 0.14203 2.52360 2.58071  0.084
H 0.07274 2.55462 5.03945  0.133

Entry 3:
DFT (ωB97M-V with the def2-TZVPD basis set) results for a structure of composition C23H35AlBCl2F4N2Na2O13.

## Properties
E_tot   -106018.035 eV
Multiplicity   1
Charge   +1
E_LUMO   -7.319 eV

Last column: Löwdin charge in e.
Positions of all 83 atoms, in Å:
C 1.75572 3.09147 -1.29637  -0.070
C 1.06119 2.19556 -2.33521  -0.234
N -0.11777 1.46911 -1.81379  0.032
C 0.18077 0.11720 -1.52556  -0.124
C 0.17775 -0.32358 -0.26290  -0.037
C -0.15876 0.67543 0.82398  -0.055
C 0.26606 0.25499 2.24912  -0.123
O -0.90280 0.29001 3.12935  -0.069
C -1.95573 -0.63233 3.27148  -0.421
O -2.95470 -0.47560 2.64323  0.167
C -1.83232 -1.78608 4.26790  -0.234
C -0.67460 -1.56889 5.26208  -0.073
C 0.47950 -1.74365 -0.00613  -0.259
O 0.28553 -2.24365 1.09491  0.059
C 1.03707 -2.64264 -1.09295  0.056
B 1.69372 -4.05113 -0.62336  -0.395
O 2.54867 -3.90967 0.43268  0.113
C 1.52656 -5.51000 -1.22243  -0.121
C 0.55984 -6.45320 -0.45232  -0.096
C 0.96240 -2.18905 -2.35823  -0.111
C 1.35883 -2.95302 -3.60730  -0.061
C 0.06138 -3.66787 -4.26382  -0.029
C -1.16271 -3.45554 -3.42862  -0.181
F -1.96473 -2.42844 -3.69660  0.152
C -1.42621 -4.20849 -2.36347  -0.281
F -1.59672 -5.47897 -2.34870  0.231
F -1.50701 -3.65309 -1.14259  -0.094
C 0.44969 -0.82130 -2.68034  -0.261
O 0.25073 -0.53811 -3.83325  0.146
H 2.67930 3.46578 -1.73401  0.080
H 1.15934 3.96256 -1.04453  0.047
H 2.02258 2.49633 -0.41875  0.056
H 1.82231 1.52610 -2.73441  0.101
H 0.78701 2.85146 -3.13588  0.087
H -0.87733 1.49239 -2.48339  0.135
H 0.31663 1.60972 0.54946  0.090
H -1.22857 0.86415 0.84376  0.139
H 0.87449 -0.64034 2.28077  0.121
H 0.89806 1.06238 2.65590  0.070
H -1.59188 -2.69793 3.71576  0.109
H -2.82800 -1.84630 4.82439  -0.069
H 0.25897 -1.57710 4.71310  0.083
H -0.78108 -0.60247 5.74260  0.080
H -0.66052 -2.38479 5.98109  0.071
H 2.06899 -3.89496 1.26606  0.107
H 2.51033 -5.97319 -1.14081  0.113
H 1.26451 -5.54591 -2.27950  0.071
H -0.31662 -5.98205 -0.05859  -0.024
H 0.21607 -7.20515 -1.15929  0.073
H 1.10381 -7.00667 0.30461  0.083
H 1.68475 -2.22004 -4.33844  0.101
H 2.17368 -3.65438 -3.47409  0.117
H 0.22584 -4.73730 -4.36714  0.125
H -0.11792 -3.23558 -5.24397  0.128
Al -3.71205 -3.52482 5.57230  0.752
F 4.07323 -3.44876 1.93816  -0.440
O 1.23954 6.48366 -0.73348  -0.048
H 0.55439 6.89853 -0.19874  0.006
H 1.12047 6.87454 -1.60540  0.047
Cl -2.15095 -4.43503 0.73666  0.415
Cl -4.46722 -4.58820 3.10836  -0.288
N 1.72295 1.58014 -5.74379  -0.579
O 2.83273 1.18044 -5.24967  -0.187
O 1.41507 1.21168 -6.88940  -0.019
O 1.00471 2.30323 -5.08186  0.016
O 6.12689 -5.05169 3.50162  -0.086
H 5.76884 -5.29398 4.35914  0.015
H 5.43002 -4.50872 3.09576  -0.016
C -4.48809 7.77156 2.02437  -0.005
C -3.13588 7.13085 2.26637  -0.310
C -1.94128 7.94706 1.84395  -0.076
O -0.95616 6.92139 1.60107  0.041
C -1.63351 5.79866 1.24306  -0.573
O -1.11970 4.82162 0.79529  0.153
O -2.95674 5.94636 1.45265  0.096
H -5.20053 7.04129 1.64604  0.095
H -4.88266 8.18862 2.94936  0.089
H -4.42851 8.58511 1.30124  0.088
H -3.05237 6.81912 3.31101  0.156
H -1.59731 8.63725 2.60973  0.145
H -2.09955 8.49136 0.91168  0.144
Na 0.56158 2.83873 3.52886  0.845
Na 3.90599 -0.10619 -6.37982  0.799